Record 1
DFT (ωB97M-V/def2-TZVPD) results for a molecular structure, C4H6CrO.

Element x y z (Å)
1 C 1.462152 0.498519 0.770737
2 C 0.792823 0.828653 -0.496914
3 C -0.566521 0.582518 -0.562651
4 C -1.074945 -0.767438 -0.590983
5 O -1.680933 -1.254437 0.371182
6 Cr -2.493296 -2.900751 0.880346
7 H 1.993501 1.375099 1.168019
8 H 2.162616 -0.334427 0.618864
9 H 1.123611 1.762470 -0.960750
10 H 0.479624 0.247753 1.414664
11 H -1.193530 1.310086 -1.086041
12 H -1.005099 -1.348046 -1.526473

Forces on atoms 1 to 6 (eV/Å):
C -1.3 -2.1 1.2
C -2.9 2.7 0.6
C 2.2 0.8 -2.6
C -1.1 -0.1 1.4
O 0.7 0.6 -0.7
Cr -0.7 -1.2 0.5

For the frontier orbital gap (spin up / spin down), the calculation gives 8.10 / 8.59 eV. Its spin multiplicity is 6. The total charge is +1. The max |F| is 0.0788 hartree/bohr. As for the expectation value of S²: 8.7542. As for the LUMO energy (spin up / spin down): -4.71 / -4.50 eV. The value obtained for the HOMO energy (spin up / spin down) is -12.807 / -13.094 eV.



Record 2
DFT (ωB97M-V/def2-TZVPD) results for a molecular structure, C4H6CrO2.

Element x y z (Å)
1 O 2.179156 -0.501897 -2.084060
2 C 1.567329 0.094888 -1.088577
3 C 0.403520 -0.316612 -0.487836
4 C 0.002803 0.066508 0.871078
5 C -1.475611 0.299047 1.229599
6 O -2.364625 -0.279830 0.331617
7 Cr -1.596322 -0.359889 -1.356274
8 H 1.593848 -1.087662 -2.586769
9 H 2.029849 1.055751 -0.831688
10 H 0.665894 0.826580 1.313977
11 H 0.260282 -1.075081 1.123343
12 H -1.629813 1.392293 1.322210
13 H -1.636310 -0.114097 2.243380

Forces on atoms 1 to 6 (eV/Å):
O -0.1 0.5 -0.4
C 0.3 0.3 0.1
C -1.6 1.2 -1.0
C 0.9 -1.6 -0.2
C 0.2 0.3 1.0
O 0.6 -0.1 -1.5

For the frontier orbital gap (spin up / spin down), the calculation gives 8.08 / 7.67 eV. Its spin multiplicity is 6. The total charge is +1. The max |F| is 0.0431 hartree/bohr. As for the expectation value of S²: 8.7872. As for the relative energy (zero: lowest compared OMol25 entry of this formula, charge and spin): 0.00 kcal/mol. As for the LUMO energy (spin up / spin down): -5.13 / -6.52 eV. The value obtained for the HOMO energy (spin up / spin down) is -13.209 / -14.187 eV.



Record 3
DFT (ωB97M-V/def2-TZVPD) results for a molecular structure, C4H6CsMgO7.

Element x y z (Å)
1 O -4.038862 1.308658 0.205624
2 C -3.195476 0.383676 0.096129
3 O -3.499624 -0.786929 -0.240938
4 O -1.914654 0.720247 0.321180
5 O 1.428581 -0.444778 -0.208014
6 C 0.440469 0.489521 0.118441
7 C -0.899117 -0.197903 -0.066172
8 Cs -9.091495 -0.234128 -0.403601
9 H 0.502355 1.383562 -0.522637
10 H 0.565091 0.795813 1.170701
11 H -0.954473 -1.100067 0.558856
12 H -1.030218 -0.493174 -1.116307
13 C 2.930938 -0.485201 0.130302
14 O 3.585635 0.084568 -0.836532
15 O 3.250176 -1.821455 0.372111
16 H 3.376076 -2.240559 -0.485249
17 Mg 3.614237 1.835178 -1.748214
18 O 2.960009 0.224444 1.317238
19 H 1.970358 0.578527 1.337090

Forces on atoms 1 to 6 (eV/Å):
O 1.0 0.3 0.4
C -4.1 -0.6 -1.0
O 1.3 -0.2 0.2
O 2.3 0.6 0.2
O 0.6 -2.1 -1.4
C 0.8 -0.1 0.0

For the frontier orbital gap (spin up / spin down), the calculation gives 5.84 / 1.02 eV. Its spin multiplicity is 1. The total charge is -1. The max |F| is 0.0822 hartree/bohr. As for the relative energy (zero: lowest compared OMol25 entry of this formula, charge and spin): 24.78 kcal/mol. As for the LUMO energy (spin up / spin down): 1.70 / -0.26 eV. The value obtained for the HOMO energy (spin up / spin down) is -4.136 / -1.281 eV.



Record 4
DFT (ωB97M-V/def2-TZVPD) results for a molecular structure, C4H6CuLiO2.

Element x y z (Å)
1 O 0.586476 -1.735050 0.778106
2 C 0.280128 -1.638093 -0.521725
3 C -1.093290 -1.564022 -0.830450
4 Cu 1.895689 0.336980 0.207090
5 Li -0.749798 0.017457 2.183623
6 H -1.810641 -1.864021 -0.041541
7 H -1.411562 -1.548198 -1.877191
8 C -0.683493 1.744861 0.594382
9 C -1.445975 0.895244 -0.213904
10 O 0.658847 2.015317 0.272737
11 H -1.157175 2.641036 1.006091
12 H -2.200179 0.164157 -0.490016
13 H -2.069796 1.592737 -0.797884
14 H 0.727406 2.542572 -0.534256

Forces on atoms 1 to 6 (eV/Å):
O 0.9 1.4 -1.6
C -3.2 0.0 2.9
C 3.0 -1.8 -1.0
Cu -1.5 -0.7 -0.1
Li 0.3 -0.1 -1.2
H 0.5 0.1 -0.6

For the frontier orbital gap (spin up / spin down), the calculation gives 5.50 / 4.81 eV. Its spin multiplicity is 3. The total charge is 0. The max |F| is 0.0837 hartree/bohr. As for the expectation value of S²: 2.0274. As for the relative energy (zero: lowest compared OMol25 entry of this formula, charge and spin): 93.56 kcal/mol. As for the LUMO energy (spin up / spin down): -0.79 / -0.94 eV. The value obtained for the HOMO energy (spin up / spin down) is -6.292 / -5.742 eV.



Record 5
DFT (ωB97M-V/def2-TZVPD) results for a molecular structure, C4H6CuLiO2.

Element x y z (Å)
1 O 0.195946 1.553812 -0.106059
2 C 1.425623 1.671292 0.433742
3 C 1.874702 0.840619 1.463320
4 Cu 1.442850 2.022924 -1.471370
5 Li 0.090354 -0.248575 0.191875
6 H 1.136399 0.432887 2.175055
7 H 2.860519 0.999205 1.907419
8 C 1.837241 -0.806078 -1.496590
9 C 2.519029 -0.812757 -0.281187
10 O 1.916690 0.366133 -2.297200
11 H 1.727106 -1.718066 -2.086544
12 H 2.575419 -1.774888 0.233944
13 H 3.312112 -0.066975 -0.178877
14 H 2.369904 0.261882 -3.139643

Forces on atoms 1 to 6 (eV/Å):
O 0.9 0.2 1.3
C -1.7 -1.9 1.4
C -0.7 2.1 -0.2
Cu 0.5 1.3 -0.3
Li 0.2 -0.1 0.0
H 0.1 0.2 -0.3

For the frontier orbital gap (spin up / spin down), the calculation gives 8.24 / 7.39 eV. Its spin multiplicity is 2. The total charge is +1. The max |F| is 0.0672 hartree/bohr. As for the expectation value of S²: 0.7571. As for the relative energy (zero: lowest compared OMol25 entry of this formula, charge and spin): 6.45 kcal/mol. As for the LUMO energy (spin up / spin down): -3.98 / -5.00 eV. The value obtained for the HOMO energy (spin up / spin down) is -12.212 / -12.396 eV.



Record 6
DFT (ωB97M-V/def2-TZVPD) results for a molecular structure, C4H6CuO3.

Element x y z (Å)
1 C 3.092353 0.730951 1.183175
2 C 2.080941 1.700811 1.655600
3 O 1.600861 1.495385 2.907828
4 H 3.958605 1.272266 0.781203
5 H 3.431698 0.072434 1.996250
6 H 2.692279 0.086303 0.378637
7 H 1.468355 2.308507 0.987768
8 O 2.152048 3.615400 3.659607
9 Cu 2.055674 4.938610 5.325244
10 C 1.672142 2.520708 3.908600
11 O 1.182889 2.083505 5.017488
12 C 1.157488 2.994336 6.231892
13 H 1.758194 2.413217 6.956640
14 H 0.113169 2.873625 6.568459

Forces on atoms 1 to 6 (eV/Å):
C 0.0 -0.2 -0.2
C 0.0 0.3 -0.4
O -0.3 1.3 2.7
H 0.0 -0.2 0.0
H -0.1 0.3 -0.2
H 0.2 0.2 0.2

For the frontier orbital gap (spin up / spin down), the calculation gives 7.03 / 7.64 eV. Its spin multiplicity is 2. The total charge is 0. The max |F| is 0.0577 hartree/bohr. As for the expectation value of S²: 0.7534. As for the relative energy (zero: lowest compared OMol25 entry of this formula, charge and spin): 0.00 kcal/mol. As for the LUMO energy (spin up / spin down): -0.55 / -0.55 eV. The value obtained for the HOMO energy (spin up / spin down) is -7.585 / -8.190 eV.



Question: What is the max |F| in the sixth record?
Answer: 0.0577 hartree/bohr